Molecular formula: C28H25N4O2PrS
Method: DFT, ωB97M-V with the def2-TZVPD basis set

XYZ file:
```
61
Properties=species:S:1:pos:R:3:forces:R:3:lowdin_spin:R:1
Pr -0.019643 -0.108587 -0.281184 0.1544 -0.2290 -0.7789 2.0292
C -3.331286 -1.940507 -1.153240 -0.0317 0.1889 -0.0338 0.0000
C -2.374291 -3.098127 -1.195689 -0.0626 -0.0661 -0.1327 -0.0004
C -2.557697 -4.129627 -2.110935 -0.0107 0.0097 0.0000 0.0001
C -1.686601 -5.204529 -2.148397 0.0354 0.0245 0.0421 -0.0005
C -0.619929 -5.254690 -1.263498 -0.0337 0.0726 0.0150 0.0001
C -0.409448 -4.238372 -0.339855 0.0098 -0.1079 -0.0659 -0.0005
C 0.754205 -4.289451 0.604707 0.0903 0.0470 0.0254 0.0000
C -1.298313 -3.163114 -0.315391 0.1888 0.1007 0.1143 -0.0004
N -1.071566 -2.061239 0.566126 -0.0171 0.2176 0.1354 -0.0087
C -1.457608 -2.214229 1.853083 -0.0724 0.0112 0.0236 -0.0005
O -1.934960 -3.200714 2.393595 0.0439 0.0523 -0.0369 -0.0010
C -1.301567 -0.931662 2.649792 -0.0749 -0.0233 0.0799 0.0004
C -1.836414 -0.774168 3.914631 0.1286 0.0375 -0.0661 -0.0002
C -1.724548 0.472402 4.520530 -0.0174 -0.0304 0.0012 0.0008
C -1.106333 1.520231 3.853648 0.1398 -0.0939 -0.0062 -0.0002
C -0.603360 1.282107 2.583513 -0.1064 0.1733 0.0132 0.0008
N -0.700452 0.080564 2.019211 -0.1008 0.0711 0.4265 -0.0047
C -0.032699 2.421802 1.747034 -0.0297 -0.0378 0.2092 0.0001
O 0.452024 3.364273 2.356888 -0.0404 0.0551 -0.1061 -0.0009
N -0.185821 2.265652 0.403597 -0.0034 -0.1476 0.2475 -0.0037
C -0.056344 3.464201 -0.360547 0.0529 -0.0420 0.0043 0.0001
C 0.794914 3.487376 -1.472849 -0.0666 -0.0002 0.0250 0.0003
C 1.523716 2.245287 -1.893786 -0.1201 -0.0894 -0.0357 -0.0003
C 0.923081 4.649437 -2.220819 0.0207 -0.0068 0.0159 -0.0001
C 0.201746 5.784502 -1.893427 0.0000 -0.0226 -0.0043 0.0003
C -0.682350 5.738156 -0.830392 0.0114 -0.0103 -0.0321 -0.0001
C -0.837033 4.592042 -0.058619 0.0398 -0.0043 -0.0366 0.0001
C -1.855625 4.594624 1.043029 -0.0739 -0.0090 0.0363 0.0000
H -4.157910 -2.104425 -1.842856 -0.0208 0.0029 0.0071 0.0000
H -2.865161 -0.989211 -1.457041 -0.0054 -0.1129 0.0294 0.0000
H -3.740699 -1.789276 -0.153081 0.0146 -0.0161 -0.0029 0.0000
H -3.394865 -4.086107 -2.797177 -0.0095 0.0015 -0.0059 0.0000
H -1.835886 -6.000611 -2.865430 -0.0047 -0.0128 -0.0123 0.0000
H 0.068211 -6.089945 -1.291347 0.0136 -0.0317 -0.0024 0.0000
H 1.358265 -5.175687 0.415712 0.0125 -0.0076 0.0131 0.0000
H 0.414105 -4.318858 1.640565 -0.0208 0.0056 0.0282 0.0000
H 1.401567 -3.412451 0.494475 -0.0601 -0.0302 -0.0259 0.0000
H -2.329698 -1.616385 4.377072 -0.0020 -0.0040 0.0227 0.0000
H -2.137241 0.630867 5.508448 -0.0066 0.0037 0.0044 0.0001
H -1.005680 2.508003 4.278881 0.0055 -0.0046 0.0048 0.0000
H 2.100368 1.799773 -1.078062 -0.0139 0.0351 0.0021 0.0000
H 2.212313 2.437202 -2.716455 0.0178 0.0264 0.0494 -0.0001
H 0.823575 1.495021 -2.300139 0.1567 0.0707 0.0239 -0.0002
H 1.598736 4.656422 -3.067330 0.0000 0.0100 -0.0265 0.0000
H 0.310466 6.688777 -2.476180 0.0016 0.0249 -0.0145 0.0000
H -1.281440 6.608196 -0.591397 -0.0150 0.0218 0.0077 0.0000
H -2.637618 5.322790 0.829526 0.0072 0.0121 0.0000 0.0000
H -1.401385 4.842952 2.002707 0.0237 0.0071 0.0005 0.0000
H -2.327835 3.616040 1.151032 0.0009 -0.0176 -0.0013 0.0000
S 1.053398 -1.366091 -2.536929 0.2095 -0.0963 -0.1786 -0.0055
C 2.527252 -1.102778 -1.631619 -0.0152 -0.1281 -0.1056 0.0003
C 3.795290 -1.352317 -2.185126 -0.0592 -0.0063 -0.0271 -0.0003
C 4.918560 -1.145419 -1.423909 0.0152 0.0161 0.0413 0.0002
C 4.801238 -0.679742 -0.110388 -0.0864 0.0133 0.0511 -0.0003
C 3.537664 -0.445827 0.374212 0.1316 -0.0496 -0.0979 -0.0001
N 2.436721 -0.659016 -0.362668 -0.4187 0.1429 0.1558 -0.0040
H 3.855441 -1.705554 -3.203864 0.0017 -0.0111 -0.0133 -0.0001
H 5.895574 -1.341086 -1.844792 0.0378 -0.0007 -0.0067 0.0000
H 5.664600 -0.504483 0.513220 0.0297 0.0010 -0.0077 0.0000
H 3.376247 -0.074407 1.379192 0.0048 -0.0064 0.0076 0.0000
```
Forces are in eV/Å.

Summary:
spin multiplicity = 3
orbital gap (alpha / beta) = 7.731 / 7.789 eV
<S²> = 2.002

Molecular formula: C2H6N3O2
Method: DFT, ωB97M-V with the def2-TZVPD basis set

XYZ file:
```
13
Properties=species:S:1:pos:R:3:forces:R:3:nbo_charge:R:1
C -1.020225 -0.730609 0.626316 -1.6449 -0.5711 0.7924 -0.6376
C -0.339423 0.063313 -0.506255 3.3745 0.0259 1.4817 0.0673
N -1.079248 1.094088 -1.158512 -1.8373 0.8267 1.8522 -0.8608
N 1.164801 0.747796 0.152066 -3.2753 -1.2043 -0.8593 -0.4557
N 2.061919 -0.149799 0.468795 -0.5603 2.0722 -1.6151 0.5442
O 1.920939 -1.360194 0.222238 -0.0787 -1.2432 0.3368 -0.5970
O 3.144575 0.326516 0.884229 0.4483 -0.5213 0.6347 -0.5759
H -0.176162 -1.311244 1.180217 -1.7961 0.8219 -1.1253 0.2620
H -1.973091 -1.424374 0.302039 2.6436 1.1879 0.2072 0.1762
H -1.580649 -0.080546 1.337371 0.8201 -0.0085 -0.1447 0.1832
H -0.062174 -0.738452 -1.162034 0.6098 0.1100 -0.9125 0.1821
H -0.758995 1.725751 -1.855319 1.5951 -0.7725 -1.2135 0.3688
H -1.302265 1.837754 -0.491152 -0.2989 -0.7237 0.5654 0.3432
```
Forces are in eV/Å.

Summary:
orbital gap = 8.090 eV
charge = -1
SMILES = C[C@@H](N)N=[N+]([O-])[O-]

Molecular formula: C17H25CoN
Method: DFT, ωB97M-V with the def2-TZVPD basis set

XYZ file:
```
44
Properties=species:S:1:pos:R:3:forces:R:3:lowdin_spin:R:1
C 2.092853 0.095912 1.218332 1.1160 1.9343 -0.7652 0.2641
C 2.116178 -1.345095 -1.403548 -0.4732 -0.3625 -0.4806 0.0156
C 1.497684 -1.064446 1.717789 -0.9540 -1.2005 1.1266 0.2656
H 2.067831 1.025575 1.815883 -0.0016 -0.6004 -0.0224 0.0252
C 1.316154 -2.349738 -1.010712 0.4339 -0.1644 -0.4657 0.0141
H 1.885507 -0.799563 -2.328845 0.1765 -0.6396 0.1932 0.0014
H 0.871981 -0.974242 2.621414 0.6296 -0.0109 -0.1690 0.0319
H 0.605248 -2.762711 -1.732625 0.0171 0.5592 0.1445 0.0010
C 2.039128 -2.469302 1.463422 -0.2433 -0.0191 0.0201 0.0450
H 1.847403 -3.092471 2.355545 -0.0181 0.2052 -0.3289 0.0065
H 3.137945 -2.484127 1.347590 -0.4333 0.2395 0.0568 0.0046
C 3.329386 0.122528 0.319561 -0.0160 0.1143 0.2394 0.0530
H 4.243382 0.012305 0.934190 -0.1708 -0.0350 -0.0367 0.0183
H 3.426797 1.131588 -0.117005 -0.1932 -0.3594 0.0615 0.0036
C 3.411702 -0.944821 -0.797237 0.4691 0.3149 0.5100 0.0069
H 3.925677 -1.841549 -0.424845 -0.1161 0.2853 -0.1133 0.0009
H 4.037422 -0.530393 -1.599845 -0.0475 -0.2041 0.1679 0.0003
C 1.386185 -3.160829 0.252932 0.2972 -0.3774 0.2675 0.0242
H 1.904292 -4.114917 0.058325 -0.0301 0.1024 -0.0784 0.0039
H 0.364392 -3.459349 0.536740 0.1620 0.1974 -0.1132 0.0043
Co -0.018946 0.156741 0.643695 -0.7473 0.6752 -0.2321 2.1790
H -0.006590 1.104632 1.798623 -0.5768 -0.5412 -0.7874 -0.0430
C -1.846928 -1.519672 -1.283382 -0.0740 -0.4222 0.2032 0.0124
N -1.413138 -0.142147 -1.032816 -0.6163 0.0244 -0.0821 0.0316
C -0.653199 0.361643 -2.192064 0.1497 -0.0564 0.1318 0.0154
C -2.672239 0.667637 -0.912688 0.5438 -0.4972 -0.5194 0.0033
C -2.474069 1.781236 0.044685 -0.3482 0.4438 0.2126 0.0045
C -3.427562 2.813972 0.076420 0.5563 0.0532 0.2224 -0.0046
C -3.308924 3.838966 1.014394 0.2748 -0.2462 0.0045 0.0120
C -2.262890 3.813328 1.941669 0.1601 -0.6561 -0.1288 -0.0011
C -1.339711 2.747525 1.926007 -0.7497 0.9381 -0.3460 0.0110
C -1.404620 1.729126 0.953894 0.8425 -0.0911 1.0488 -0.0300
H -1.043403 -2.221359 -1.085137 -0.0936 0.0866 -0.2148 0.0033
H -2.208439 -1.623825 -2.318673 -0.0019 -0.1148 0.1923 0.0017
H -2.656237 -1.761467 -0.587168 0.1666 -0.0341 -0.1879 0.0025
H -1.205960 0.205971 -3.129534 -0.0365 0.1416 0.0916 0.0028
H -0.423425 1.419723 -2.045132 -0.1315 -0.0599 -0.0615 0.0045
H 0.283276 -0.180960 -2.241821 -0.2161 0.1072 -0.1286 0.0022
H -3.496950 0.013136 -0.596834 0.3132 0.1832 0.1379 0.0010
H -2.933441 0.989085 -1.933135 -0.1132 0.2225 0.2601 0.0008
H -4.244175 2.817356 -0.654320 0.2855 -0.0002 0.2825 -0.0008
H -4.020648 4.654314 1.024963 -0.0274 -0.0181 0.0020 0.0010
H -2.182543 4.603076 2.689276 0.0294 -0.2129 -0.1819 -0.0004
H -0.546383 2.737609 2.672015 -0.1938 0.0952 -0.1333 0.0004
```
Forces are in eV/Å.

Summary:
spin multiplicity = 4
orbital gap (alpha / beta) = 5.098 / 9.087 eV
<S²> = 3.807

Results for ΔE to the lowest compared entry with this formula, charge and spin: 12.9, 142.4, 40.5 (in kcal/mol, following the order of the records).
Results for electronic energy: -64405.464, -10733.077, -57145.304 (in eV, following the order of the records).